(1)
Computed, not measured: C40H38F2N3P2SZn as an isolated structure, with ωB97M-V with the def2-TZVPD basis set.

ORCA input file:
```
! wB97M-V def2-TZVPD RIJCOSX def2/J DEFGRID3
* xyz 1 1
Zn -1.31382 1.05946 0.22248
S -1.93046 -0.49908 1.99769
P 1.50616 -1.69327 0.14162
P -0.32215 0.06318 -1.98915
F -3.26452 5.80279 0.25555
F -4.35960 3.38444 -3.58243
N 0.47649 -0.75579 3.12208
N -0.96720 2.71435 1.67059
N -1.36956 -1.70737 4.21678
C -2.02401 3.53014 1.48823
C -2.64795 3.51557 0.13742
C 2.73999 -5.64217 2.20226
C 4.23140 -0.92854 -0.27515
C 1.52560 -2.11003 -1.66145
C -2.69316 -1.40212 -1.59643
C -3.82174 4.62422 -1.67563
C -2.44866 -2.89400 -3.91468
C -3.66102 -2.34682 -1.91728
C -1.93169 4.21785 3.78317
C -0.18472 3.45071 -5.09981
C 2.95492 -0.55264 0.15031
C 1.22607 -0.84462 -2.46198
C 1.58485 -1.08658 4.01698
C 0.45173 3.55638 -3.87099
C -3.79313 3.42803 -2.36504
C 2.75323 0.77859 0.51003
C -0.82289 -1.02591 3.20547
C -1.59691 -1.18074 -2.42798
C -0.33351 1.34790 -3.27691
C -3.54085 -3.09124 -3.07953
C -2.60530 2.32266 -0.60340
C 5.26919 -0.00987 -0.31300
C 3.57578 -4.54265 2.33027
C -2.53789 4.28050 2.54514
C 3.26605 -3.34632 1.69094
C -0.38524 2.66905 2.87434
C 3.78771 1.70834 0.47459
C 1.26680 -4.34651 0.81333
C -3.24916 4.63621 -0.42185
C 1.58479 -5.54302 1.43691
C -1.48683 -1.95150 -3.59014
C -0.81573 3.40724 3.95241
C -0.98130 1.25605 -4.50438
C 2.11053 -3.23531 0.91895
C 0.37056 2.51165 -2.96315
C -0.76958 -2.34430 5.38976
C 5.05087 1.31009 0.06715
C -0.90491 2.30545 -5.41014
C -3.19832 2.28855 -1.85982
H 0.99357 4.45723 -3.61335
H -2.34618 -3.47590 -4.82148
H 3.94035 -2.50366 1.78708
H 2.45652 -0.55484 3.64412
H 1.39310 -0.74832 5.03063
H 1.12626 -1.04098 -3.52824
H 1.81367 -2.14991 4.01592
H -2.81164 -0.84201 -0.67883
H -1.57827 0.38760 -4.75041
H 2.05872 -0.15012 -2.33593
H 0.74072 -0.39092 2.22196
H -0.12596 4.26336 -5.81265
H -2.32497 4.79147 4.61294
H -2.37216 -1.76676 4.14176
H -1.53978 -2.96272 5.84224
H 0.93064 -6.39888 1.32744
H 3.60296 2.73853 0.75414
H 0.84883 2.60621 -1.99310
H -1.42149 2.23034 -6.35837
H -4.50435 -2.49569 -1.25535
H 1.75603 1.11846 0.77631
H 0.47439 2.01618 2.96585
H 2.98563 -6.57329 2.69671
H -0.29689 3.34498 4.89895
H -3.22882 1.38648 -2.45800
H 5.86168 2.02650 0.03222
H -4.26580 5.51588 -2.09597
H 0.05557 -2.99323 5.11738
H -0.63837 -1.82474 -4.25095
H 0.78721 -2.88614 -1.87248
H 2.51110 -2.49665 -1.92200
H 0.34736 -4.27127 0.24097
H -4.29262 -3.82718 -3.33467
H 6.25160 -0.32090 -0.64517
H -0.44305 -1.61665 6.13038
H -3.41494 4.88921 2.38642
H 4.47881 -4.61670 2.92298
H 4.41963 -1.95390 -0.57355
*
```

Summary:
Gap between HOMO and LUMO = 8.686 eV
Max |F| = 0.5 eV/Å
Lowest unoccupied orbital energy = -0.071 Eh
HOMO = -10.62 eV

=====

(2)
Computed, not measured: C23H40AsHgN6Si3 as an isolated structure in a non-equilibrium geometry, with ωB97M-V with the def2-TZVPD basis set.

ORCA input file:
```
! wB97M-V def2-TZVPD RIJCOSX def2/J DEFGRID3
* xyz 0 2
Hg -1.02572 -0.12954 -2.62916
As -0.72932 -0.40664 0.90724
Si -2.66352 -1.74144 1.15834
Si 1.07038 -1.94794 1.01884
Si -0.62172 0.71686 2.99574
N 1.64258 -0.10524 -2.29366
N -6.26982 -1.37134 -2.39096
N -3.88222 0.69006 -3.63456
N -4.46542 -0.47064 -3.57726
N -5.47762 0.81556 -2.12716
N -5.39952 -0.36834 -2.67746
C 0.99108 1.74986 3.04924
C 5.70398 -0.85644 -2.66736
C 1.00268 -3.06064 -0.52736
C 0.87988 2.57906 -1.23996
C 6.05898 1.03496 -1.23216
C 2.47708 3.28346 -2.89396
C 2.72468 -0.99024 0.95444
C 1.09548 -3.06084 2.58184
C -2.97502 -2.75964 2.75734
C 1.93288 2.28116 -2.10056
C -4.17452 -0.57844 0.89734
C -0.71422 -0.33224 4.59544
C 4.37088 -0.51724 -2.77796
C -2.08072 1.96206 3.03424
C 0.37758 3.86686 -1.18116
C 1.97128 4.57066 -2.83056
C -2.79142 -2.97244 -0.31096
C 0.91768 4.86236 -1.97896
C -4.50612 1.46816 -2.75376
C 6.54878 -0.08214 -1.88826
C 4.72578 1.39046 -1.35266
C 2.40538 0.87146 -2.19776
C 3.87418 0.61036 -2.12816
H 0.51818 5.86426 -1.94256
H 6.72108 1.62786 -0.61796
H 3.58268 -1.65084 0.87004
H -3.96782 0.10206 0.07334
H 0.09988 -1.04734 4.64524
H -2.10052 -3.33824 3.04134
H -4.25702 2.48876 -2.56316
H -0.44302 4.08926 -0.51566
H -3.03202 1.44086 3.09304
H 1.41008 -2.50034 3.45704
H 1.01578 2.43646 3.89014
H 1.86298 1.10826 3.12974
H 6.08278 -1.73234 -3.17466
H -2.43142 -2.50594 -1.22836
H 7.58948 -0.35074 -1.79296
H -5.84132 -2.27164 -2.56786
H 2.87968 -0.36554 1.82844
H -2.09032 2.55786 2.12434
H 0.11358 -3.47514 2.78944
H 3.28428 3.05056 -3.57426
H 2.40198 5.34676 -3.44766
H 0.46958 1.79466 -0.61186
H -2.02882 2.64356 3.87864
H -5.08602 -1.12384 0.66274
H -4.37922 0.02976 1.77394
H 2.72688 -0.34534 0.08334
H -0.66232 0.28096 5.48994
H -6.64202 -1.26724 -1.45456
H 4.34608 2.25866 -0.83286
H 1.09918 2.33516 2.13954
H -1.64122 -0.89334 4.64184
H -3.22632 -2.11434 3.59334
H 1.92218 -3.61914 -0.66976
H 0.19028 -3.77754 -0.47606
H -3.81672 -3.29424 -0.48146
H 1.78208 -3.89394 2.46754
H 0.85388 -2.44544 -1.41136
H -3.79562 -3.45974 2.63204
H 3.69018 -1.12114 -3.35936
H -2.19522 -3.86464 -0.14106
*
```

Summary:
Gap between HOMO and LUMO (alpha / beta) = 7.839 / 6.922 eV
Expectation value of S² = 0.77
Max |F| = 1.5 eV/Å
Energy above the lowest of the compared OMol25 structures with the same formula, charge and spin = 0.00 kJ/mol
Lowest unoccupied orbital energy (alpha / beta) = 0.018 / -0.020 Eh
HOMO (alpha / beta) = -7.34 / -7.48 eV

=====

(3)
Computed, not measured: C11H24NaO11 as an isolated structure in a non-equilibrium geometry, with ωB97M-V with the def2-TZVPD basis set.

ORCA input file:
```
! wB97M-V def2-TZVPD RIJCOSX def2/J DEFGRID3
* xyz -1 1
Na -21.57925 16.74394 -13.34291
O -22.86931 16.38966 -15.46473
O -21.14363 17.29506 -8.66032
O -23.13857 14.39607 -16.61412
O -24.62576 18.83064 -10.82183
O -24.81483 15.17703 -15.56165
O -25.51242 16.86384 -10.56559
O -19.50887 15.13416 -13.87779
O -23.79354 17.14200 -12.11825
O -19.74425 18.72134 -13.70207
O -21.31360 16.27377 -10.69052
O -22.10934 15.37625 -8.76763
C -25.71260 15.54599 -10.88755
C -23.74367 19.84817 -11.38015
C -19.63117 13.77233 -13.60087
C -20.19972 19.73485 -12.88230
C -22.52967 14.18725 -9.22020
C -24.58003 17.57120 -11.28505
C -20.60111 18.47926 -9.18617
C -23.54462 15.39491 -15.82366
C -25.56261 15.97081 -14.63200
C -21.54811 16.36412 -9.48188
C -21.68249 14.36214 -16.88196
H -19.86084 18.74797 -8.43258
H -18.76381 13.28850 -13.15177
H -25.26640 15.88136 -13.58685
H -25.64828 17.04107 -14.81989
H -20.07514 18.34337 -10.13116
H -26.57697 15.57710 -14.69664
H -24.77380 15.00368 -11.00005
H -23.57707 14.28663 -9.50512
H -21.40559 13.48487 -17.46663
H -22.56371 13.43786 -8.42940
H -23.61402 19.54200 -12.41820
H -21.40850 19.20474 -9.28568
H -26.27254 15.09436 -10.06865
H -26.23899 15.42849 -11.83475
H -19.48222 20.55300 -12.94477
H -24.08585 20.88262 -11.41038
H -21.91632 13.74389 -10.00463
H -22.72042 19.80894 -11.00662
H -20.33244 19.50946 -11.82414
H -20.46436 13.58052 -12.92477
H -21.27800 15.30883 -17.24011
H -19.70319 13.12458 -14.47456
H -21.14292 20.07098 -13.31298
H -21.19395 14.13263 -15.93499
*
```

Summary:
Gap between HOMO and LUMO = 4.514 eV
Max |F| = 4.1 eV/Å
Energy above the lowest of the compared OMol25 structures with the same formula, charge and spin = 254.20 kJ/mol
Lowest unoccupied orbital energy = 0.077 Eh
HOMO = -2.42 eV

=====

(4)
Computed, not measured: C9H22BrCu2NO5P as an isolated structure in a non-equilibrium geometry, with ωB97M-V with the def2-TZVPD basis set.

ORCA input file:
```
! wB97M-V def2-TZVPD RIJCOSX def2/J DEFGRID3
* xyz 1 1
Br -2.24385 -0.10959 1.33122
Cu -3.32192 1.19828 2.68462
Cu -2.13741 1.95563 0.42953
P 0.53736 1.62860 -0.85244
O 1.73655 2.65076 -0.98159
O -0.70484 2.19473 -0.23864
O -1.14101 -3.23812 4.70388
O 0.48225 1.12155 -2.44387
O 1.22968 0.37942 -0.02173
N -1.32473 -3.37482 2.47779
C -2.23260 -4.50984 2.40024
C -0.90964 -2.85553 3.61444
C 2.19939 3.28371 0.18383
C 0.69498 1.96421 -4.54974
C -0.26045 -1.61116 -0.35714
C -1.18640 -2.72184 1.20044
C 0.44096 -0.66306 0.57442
C -0.33459 1.75840 -3.37475
C 3.64959 3.69609 -0.12512
H 0.45972 -1.98565 -1.08462
H 2.15451 2.73411 1.12406
H 1.05485 -1.11318 1.35456
H -0.37271 -0.29897 1.20169
H -2.09301 -2.12611 1.09418
H -0.84449 -2.38589 0.13963
H 3.60274 4.39535 -0.95995
H 1.38803 2.79470 -4.41524
H -0.42154 -1.94607 1.23594
H 1.54712 4.15461 0.24824
H -1.00027 -1.04396 -0.92200
H -0.75078 2.68608 -2.98196
H -2.05591 -4.96236 3.37600
H 4.03888 4.09435 0.81187
H -1.20668 1.18520 -3.68938
H 4.23506 2.79741 -0.31923
H -0.84673 -3.25153 0.31042
H 0.18532 2.09979 -5.50366
H -0.18172 -2.05372 3.41581
H -3.24747 -4.31751 2.05213
H 1.12276 0.97960 -4.73853
H -1.94099 -5.18365 1.59463
*
```

Summary:
Gap between HOMO and LUMO = 6.668 eV
Max |F| = 9.9 eV/Å
Lowest unoccupied orbital energy = -0.186 Eh
HOMO = -11.73 eV

=====

(5)
Computed, not measured: a 4-piece molecular cluster, C9H27NO4 overall in a non-equilibrium geometry, with ωB97M-V with the def2-TZVPD basis set.

ORCA input file:
```
! wB97M-V def2-TZVPD RIJCOSX def2/J DEFGRID3
* xyz 0 1
O -4.45082 -0.52197 2.97927
O -0.38955 -0.30295 -2.91692
O 3.83311 0.95375 -4.43861
O 1.58258 0.76678 0.54098
N -2.00466 -1.19282 4.06826
C 2.91879 0.86166 0.00597
C -0.78761 -1.14134 2.08716
C 2.79106 1.36858 -1.45401
C -3.36599 -0.89985 2.06874
C -2.02445 -0.60328 2.78569
C -5.62619 -0.43288 2.18026
C 3.57494 -0.45502 0.16233
C -1.06774 -0.72389 -1.73928
C 3.13762 2.11936 -4.32055
H 4.66258 -0.46425 0.09120
H -3.42007 -0.32401 1.14484
H 1.81346 0.40630 1.40026
H -1.90247 -2.19503 3.99596
H 0.11565 -0.88238 2.63957
H -1.99483 0.45547 3.04314
H 2.15200 2.04536 -3.86099
H -0.36965 -1.38528 -1.22610
H -1.39805 0.16991 -1.21002
H -0.77211 -2.16402 1.71036
H 2.35104 2.36578 -1.44608
H -5.72595 -1.30839 1.53867
H -3.50938 -1.95174 1.82164
H 3.79470 1.49254 -1.86076
H 0.23900 0.35755 -2.61648
H 3.53017 1.54696 0.59306
H -1.90344 -1.32763 -2.09313
H -0.63964 -0.64868 1.12618
H -6.47767 -0.46561 2.85997
H 2.83779 2.40973 -5.32747
H 3.25209 -1.13140 -0.62911
H 3.69493 2.86409 -3.75233
H 3.23152 -0.88973 1.10104
H 4.63315 1.13512 -4.93726
H -2.92864 -0.99942 4.42737
H -5.61692 0.43359 1.51903
H 2.22965 0.65904 -2.06186
*
```

Summary:
Gap between HOMO and LUMO = 9.835 eV
Max |F| = 2.5 eV/Å
SMILES string = COC[C@H](C)N.CC(C)O.CO.CO
Energy above the lowest of the compared OMol25 structures with the same formula, charge and spin = 113.77 kJ/mol
Lowest unoccupied orbital energy = 0.028 Eh
HOMO = -9.08 eV

=====

(6)
Computed, not measured: a 2-piece molecular cluster, C2H3BrClNO overall in a non-equilibrium geometry, with ωB97M-V with the def2-TZVPD basis set.

ORCA input file:
```
! wB97M-V def2-TZVPD RIJCOSX def2/J DEFGRID3
* xyz 0 1
Br 1.87737 -1.55950 -0.83105
Cl 0.63147 -0.27374 1.71251
O -0.62019 0.75663 -1.59184
N -2.05568 2.19913 -0.42404
C 0.99028 -1.82826 1.01500
C -1.28599 1.42958 -0.94697
H 0.57724 -1.15961 -1.15935
H -1.86709 2.60856 0.47273
H 1.75259 -2.17279 1.75301
*
```

Summary:
Gap between HOMO and LUMO = 8.052 eV
Max |F| = 2.6 eV/Å
Energy above the lowest of the compared OMol25 structures with the same formula, charge and spin = 398.58 kJ/mol
Lowest unoccupied orbital energy = 0.010 Eh
HOMO = -7.79 eV

=====

(7)
Computed, not measured: one molecule with the formula C21H29FN2O4, with ωB97M-V with the def2-TZVPD basis set.

ORCA input file:
```
! wB97M-V def2-TZVPD RIJCOSX def2/J DEFGRID3
* xyz 0 1
F 3.26067 -3.41504 -1.29245
O 4.16180 1.81936 -2.88506
O -7.06669 -1.23921 -1.34522
O -4.23967 0.21220 0.33747
O 0.97228 2.09380 2.12695
N 3.97502 1.57707 -0.64353
N -0.23646 0.31369 1.48825
C 5.68331 -1.05318 1.00986
C -3.03161 -0.20897 0.93932
C -1.23321 0.57391 2.50956
C 4.65856 -3.18609 0.59072
C 4.27984 -1.32963 -0.91389
C 3.09671 1.64870 0.49766
C -6.33842 -0.23588 -0.68002
C -4.97396 -0.80366 -0.30435
C -0.60217 -0.78412 0.62564
C 1.78372 0.90423 0.21205
C 5.09113 -0.52017 -0.12673
C 5.26153 0.92833 -0.50288
C 2.08093 2.42260 -1.81405
C 5.47551 -2.37728 1.36011
C 0.80997 1.16142 1.36108
C -1.92616 -0.49690 -0.08671
C 3.50683 1.91804 -1.86594
C -2.57467 0.91747 1.86793
C -8.34032 -0.80894 -1.75422
C 4.07339 -2.64174 -0.53867
C 1.17998 1.39189 -1.12411
H 5.86003 1.45350 0.24775
H -8.80844 -1.65580 -2.25136
H -0.71914 -1.68093 1.24800
H -2.48321 1.83170 1.28071
H -3.32754 1.08437 2.63730
H -2.19208 -1.35579 -0.70366
H -5.10861 -1.66697 0.36321
H -6.19990 0.64198 -1.32822
H 1.03597 0.54597 -1.79915
H 2.01882 -0.16207 0.15933
H 5.75287 1.01361 -1.47775
H 0.20274 1.84704 -0.95041
H -4.47241 -1.15064 -1.21754
H -0.87331 1.40441 3.11814
H 0.17374 -0.98094 -0.10999
H 6.31517 -0.42941 1.62472
H -1.33458 -0.31770 3.13842
H -6.86476 0.09231 0.22861
H 4.47405 -4.21646 0.84914
H -3.21685 -1.12299 1.53099
H 2.86719 2.68899 0.75225
H -8.95195 -0.50329 -0.89641
H -8.27023 0.03373 -2.45301
H -1.82139 0.37437 -0.73513
H 3.82119 -0.94256 -1.81100
H 3.59404 1.19851 1.35777
H 5.94600 -2.78044 2.24376
H 1.73622 2.60842 -2.83127
H 2.05856 3.36518 -1.26397
*
```

Summary:
Gap between HOMO and LUMO = 9.758 eV
Max |F| = 0.6 eV/Å
SMILES string = COCCOC1CCN(C(=O)[C@H]2CCC(=O)N(Cc3cccc(F)c3)C2)CC1
Energy above the lowest of the compared OMol25 structures with the same formula, charge and spin = 2.72 kJ/mol
Lowest unoccupied orbital energy = 0.023 Eh
HOMO = -9.14 eV

=====

(8)
Computed, not measured: a 2-piece molecular cluster, C4H13NO2 overall in a non-equilibrium geometry, with ωB97M-V with the def2-TZVPD basis set.

ORCA input file:
```
! wB97M-V def2-TZVPD RIJCOSX def2/J DEFGRID3
* xyz 0 1
O -0.50055 0.81915 2.73950
O -2.74517 1.97497 0.41489
N 1.65261 -1.07718 -0.75283
C 2.04663 -0.68495 -2.12599
C 0.17614 -0.88653 -0.59748
C -0.22910 0.09249 0.46500
C -0.65476 -0.30187 1.85937
H 2.17563 -0.33981 -0.28426
H -2.03549 2.63596 0.44031
H -0.43844 -0.95837 -1.48386
H 0.07435 -1.04423 2.27957
H 0.57183 0.84250 0.59369
H -1.51464 -0.97311 1.96409
H 3.04380 -0.95589 -2.41786
H -1.34778 1.27236 2.65928
H -0.03239 -1.92921 -0.26765
H 1.41162 -1.12757 -2.88745
H -1.06393 0.74386 0.10919
H -2.58252 1.48436 -0.38172
H 1.99217 0.41308 -2.32580
*
```

Summary:
Gap between HOMO and LUMO = 9.588 eV
Max |F| = 3.9 eV/Å
SMILES string = CNCCCO.O
Energy above the lowest of the compared OMol25 structures with the same formula, charge and spin = 218.28 kJ/mol
Lowest unoccupied orbital energy = 0.023 Eh
HOMO = -8.97 eV